{
  "formula": "C4H10N2O2",
  "method": "ωB97M-V with the def2-TZVPD basis set",
  "species": ["C", "N", "N", "C", "C", "O", "O", "C", "H", "H", "H", "H", "H", "H", "H", "H", "H", "H"],
  "xyz": [[2.39, 1.53, 0.44], [1.52, 0.88, 1.13], [0.13, 0.91, 0.60], [-0.06, -0.07, -0.42], [0.41, -1.48, -0.09], [0.48, 0.35, -1.64], [-1.58, 0.00, -0.65], [-2.41, -0.38, 0.43], [3.42, 1.60, 0.80], [2.16, 2.04, -0.51], [-0.06, 1.80, 0.15], [-0.09, -2.20, -0.75], [0.17, -1.76, 0.94], [1.49, -1.59, -0.23], [-0.01, -0.16, -2.30], [-2.45, 0.40, 1.19], [-2.10, -1.33, 0.89], [-3.43, -0.52, 0.04]],
  "e_tot_ha": -418.3237,
  "multiplicity": 1,
  "orbital_gap_ev": 10.52,
  "smiles": "C=NN[C@](C)(O)OC",
  "homo_ev": -9.59,
  "de_lowest_ev": 3.7359
}



{
  "formula": "C5H31NO13",
  "method": "ωB97M-V with the def2-TZVPD basis set",
  "species": ["C", "N", "C", "C", "C", "C", "O", "O", "H", "H", "H", "H", "H", "H", "H", "H", "H", "O", "H", "H", "O", "H", "H", "O", "H", "H", "O", "H", "H", "O", "H", "H", "O", "H", "H", "O", "H", "H", "O", "H", "H", "O", "H", "H", "O", "H", "H", "O", "H", "H"],
  "xyz": [[1.05, 3.18, -1.37], [1.63, 2.06, -1.26], [2.13, 1.63, 0.01], [1.01, 0.69, 0.71], [0.86, -0.60, -0.05], [1.97, -1.60, 0.18], [2.99, -1.62, -0.44], [1.70, -2.53, 1.13], [0.77, 3.91, -0.61], [0.68, 3.38, -2.37], [2.94, 0.91, -0.14], [2.36, 2.35, 0.79], [1.56, 0.70, 1.65], [0.15, 1.33, 0.94], [0.81, -0.46, -1.12], [-0.06, -1.17, 0.08], [0.80, -2.39, 1.46], [-1.64, -0.97, 2.96], [-1.17, -1.36, 3.70], [-1.24, -1.38, 2.18], [-1.39, 2.14, 2.52], [-0.71, 2.49, 3.10], [-1.80, 1.30, 2.70], [3.65, -0.95, 2.30], [4.50, -0.88, 1.86], [3.36, -1.86, 2.18], [-1.35, 3.82, -0.73], [-2.07, 4.42, -0.53], [-1.65, 3.05, -0.22], [-4.45, 1.37, 0.73], [-4.24, 1.63, 1.63], [-3.54, 1.20, 0.40], [-1.98, 1.16, -0.70], [-2.26, 0.70, -1.51], [-1.30, 1.73, -1.08], [-3.68, -1.30, 0.89], [-4.37, -0.62, 0.92], [-2.97, -1.03, 1.48], [1.29, 0.10, -3.47], [1.36, 0.79, -2.78], [2.03, 0.11, -4.07], [-1.26, 0.61, -3.14], [-1.98, 1.00, -3.63], [-0.54, 0.13, -3.57], [-1.08, -2.98, 0.96], [-0.49, -3.61, 0.55], [-2.01, -2.93, 0.72], [1.39, -3.93, -1.55], [2.03, -3.25, -1.84], [0.76, -3.75, -2.26]],
  "e_tot_ha": -1241.9463,
  "multiplicity": 1,
  "orbital_gap_ev": 9.96,
  "smiles": "C=NCCCC(=O)O.O.O.O.O.O.O.O.O.O.O.O",
  "homo_ev": -9.71,
  "de_lowest_ev": 3.3382
}



{
  "formula": "C20H23NO7",
  "method": "ωB97M-V with the def2-TZVPD basis set",
  "species": ["C", "C", "O", "N", "C", "C", "O", "C", "C", "C", "C", "C", "C", "C", "O", "C", "C", "O", "C", "C", "C", "C", "C", "O", "O", "C", "C", "O", "H", "H", "H", "H", "H", "H", "H", "H", "H", "H", "H", "H", "H", "H", "H", "H", "H", "H", "H", "H", "H", "H", "H"],
  "xyz": [[5.06, -0.02, 2.19], [4.24, 0.76, 1.19], [4.51, 1.88, 0.82], [3.15, 0.09, 0.73], [2.21, 0.71, -0.17], [1.61, -0.36, -1.10], [1.02, 0.33, -2.16], [0.05, -0.28, -2.96], [-1.03, 0.54, -3.26], [-2.06, 0.10, -4.06], [-2.02, -1.19, -4.56], [-0.94, -2.00, -4.28], [0.12, -1.57, -3.48], [1.28, -2.50, -3.26], [0.74, -1.22, -0.43], [-0.34, -0.54, 0.17], [-1.29, -1.52, 0.86], [-2.33, -0.79, 1.47], [-1.86, 0.18, 2.38], [-3.03, 0.92, 2.94], [-3.92, 1.76, 2.34], [-4.82, 2.15, 3.35], [-4.42, 1.52, 4.48], [-3.33, 0.76, 4.24], [-0.99, 1.10, 1.78], [0.14, 0.46, 1.24], [1.11, 1.47, 0.62], [1.67, 2.23, 1.65], [5.28, -1.02, 1.80], [4.50, -0.12, 3.12], [5.98, 0.51, 2.38], [2.89, -0.80, 1.13], [2.77, 1.44, -0.77], [2.43, -1.01, -1.45], [-1.04, 1.54, -2.85], [-2.89, 0.75, -4.29], [-2.82, -1.56, -5.18], [-0.90, -3.00, -4.68], [1.31, -2.84, -2.23], [2.22, -2.00, -3.50], [1.19, -3.37, -3.91], [-0.91, 0.02, -0.58], [-1.76, -2.19, 0.14], [-0.74, -2.11, 1.60], [-1.32, -0.34, 3.21], [-3.92, 2.06, 1.31], [-5.66, 2.82, 3.25], [-4.80, 1.51, 5.49], [0.67, -0.09, 2.04], [0.54, 2.11, -0.08], [2.43, 2.72, 1.31]],
  "e_tot_ha": -1357.3430,
  "multiplicity": 1,
  "orbital_gap_ev": 9.30,
  "smiles": "CC(=O)N[C@H]1[C@H](Oc2ccccc2C)O[C@H]2CO[C@H](c3ccco3)O[C@@H]2[C@H]1O",
  "homo_ev": -8.73,
  "de_lowest_ev": 1.1427
}



{
  "formula": "CH4NO2",
  "method": "ωB97M-V with the def2-TZVPD basis set",
  "species": ["N", "C", "O", "O", "H", "H", "H", "H"],
  "xyz": [[0.23, -0.33, -0.03], [-1.11, 0.39, 0.13], [-2.00, 0.29, -1.09], [-2.31, -0.19, 0.20], [0.73, -0.13, -0.89], [0.03, -1.33, -0.21], [0.80, 0.08, 0.71], [-0.78, 1.42, 0.40]],
  "e_tot_ha": -245.2851,
  "multiplicity": 1,
  "orbital_gap_ev": 11.64,
  "charge": 1,
  "smiles": "[NH3+]C1OO1",
  "homo_ev": -16.17,
  "de_lowest_ev": 5.3477
}



{
  "formula": "C3H7FN2O",
  "method": "ωB97M-V with the def2-TZVPD basis set",
  "species": ["C", "C", "C", "N", "N", "O", "F", "H", "H", "H", "H", "H", "H", "H"],
  "xyz": [[1.00, 0.38, 0.35], [-2.11, 0.50, 0.82], [-1.15, 0.98, -0.20], [3.14, 0.49, -1.05], [1.71, 0.61, -0.75], [1.17, 0.17, 1.51], [-1.34, 0.41, -1.40], [-2.97, 1.10, 0.87], [-1.66, 0.43, 1.85], [-2.39, -0.52, 0.51], [-0.89, 2.05, -0.50], [3.44, 1.26, -0.59], [3.56, -0.38, -0.59], [1.07, 1.03, -1.47]],
  "e_tot_ha": -402.9930,
  "multiplicity": 1,
  "orbital_gap_ev": 8.75,
  "homo_ev": -7.90,
  "de_lowest_ev": 3.1677
}



{
  "formula": "C31H34BrN5O3S2Ti",
  "method": "ωB97M-V with the def2-TZVPD basis set",
  "species": ["Ti", "C", "C", "N", "C", "C", "C", "S", "N", "C", "O", "C", "C", "C", "C", "C", "C", "H", "H", "H", "H", "H", "H", "H", "H", "H", "H", "H", "H", "H", "H", "H", "Br", "C", "C", "C", "C", "C", "C", "C", "O", "O", "H", "H", "H", "H", "N", "N", "H", "H", "H", "H", "N", "S", "C", "C", "C", "C", "C", "C", "C", "C", "C", "C", "C", "C", "H", "H", "H", "H", "H", "H", "H", "H", "H", "H", "H"],
  "xyz": [[-1.56, -0.30, 0.88], [1.31, -4.68, -1.43], [-0.06, -4.04, -1.57], [-0.01, -2.72, -2.21], [-0.22, -2.64, -3.66], [1.09, -2.52, -4.43], [0.16, -1.61, -1.50], [0.46, -1.68, 0.20], [0.19, -0.45, -2.20], [-0.32, 0.65, -1.73], [-1.04, 0.76, -0.68], [-0.09, 1.91, -2.49], [-0.84, 3.04, -2.19], [-0.65, 4.21, -2.91], [0.30, 4.26, -3.92], [1.06, 3.14, -4.22], [0.86, 1.96, -3.51], [1.21, -5.65, -0.94], [1.97, -4.05, -0.83], [1.78, -4.84, -2.41], [-0.52, -3.92, -0.60], [-0.72, -4.65, -2.18], [-0.86, -1.79, -3.87], [-0.75, -3.54, -3.95], [1.62, -1.61, -4.13], [0.88, -2.46, -5.50], [1.73, -3.38, -4.26], [-1.58, 2.98, -1.40], [-1.25, 5.08, -2.68], [0.44, 5.18, -4.48], [1.80, 3.18, -5.00], [1.43, 1.07, -3.74], [-3.28, 1.29, 1.59], [-2.67, -1.55, -0.43], [-3.04, -1.37, -1.77], [-3.79, -2.34, -2.43], [-4.19, -3.50, -1.77], [-3.86, -3.69, -0.43], [-3.11, -2.71, 0.21], [-2.72, -2.81, 1.64], [-2.97, -3.72, 2.39], [-2.03, -1.72, 2.02], [-2.75, -0.48, -2.30], [-4.07, -2.19, -3.46], [-4.77, -4.25, -2.29], [-4.17, -4.57, 0.12], [-2.53, -0.64, 4.98], [-1.23, -1.23, 4.94], [-3.19, -1.21, 4.46], [-2.48, 0.25, 4.49], [-1.14, -1.79, 4.09], [-1.17, -1.87, 5.73], [-0.13, 0.56, 2.25], [1.45, 0.70, 2.11], [1.98, 1.43, 3.66], [1.29, 1.05, 4.81], [1.72, 1.56, 6.03], [2.81, 2.42, 6.09], [3.49, 2.77, 4.93], [3.08, 2.27, 3.71], [1.82, 2.03, 0.98], [2.75, 1.77, -0.01], [3.04, 2.76, -0.95], [2.38, 3.98, -0.88], [1.43, 4.22, 0.12], [1.15, 3.24, 1.05], [-0.54, 1.31, 2.80], [0.46, 0.36, 4.77], [1.19, 1.28, 6.93], [3.13, 2.81, 7.05], [4.35, 3.43, 4.98], [3.60, 2.56, 2.80], [3.23, 0.80, -0.07], [3.76, 2.58, -1.73], [2.59, 4.75, -1.61], [0.91, 5.17, 0.15], [0.40, 3.41, 1.82]],
  "e_tot_ha": -5921.1969,
  "multiplicity": 1,
  "orbital_gap_ev": 8.15,
  "homo_ev": -8.52
}